The following is a quantum chemistry calculation of C14H29N4O4ReS4 as an isolated structure in a non-equilibrium geometry, from the Open Molecules 2025 dataset.

Structure (XYZ):
```
56
C14H29N4O4ReS4 (wB97M-V/def2-TZVPD)
Re 0.43 0.46 0.28
C -0.37 4.76 -0.09
C -0.32 3.29 0.26
N 0.76 2.58 0.32
O 1.87 3.26 -0.11
C -1.57 2.59 0.59
C -2.86 3.22 0.82
N -1.45 1.28 0.53
O -2.57 0.61 0.64
H -1.30 4.96 -0.61
H 0.53 4.99 -0.59
H -0.34 5.35 0.84
H 2.57 2.59 -0.06
H -2.92 4.32 0.99
H -3.37 2.83 1.69
H -3.60 2.82 0.11
S -1.34 -2.50 -0.61
C -2.76 -2.02 -1.59
N -3.37 -0.88 -1.38
C -4.38 -0.74 -2.45
C -4.40 -2.13 -3.22
N -3.23 -2.76 -2.60
H -3.03 -0.25 -0.67
H -3.99 0.00 -3.15
H -5.31 -0.38 -2.06
H -4.27 -1.92 -4.26
H -5.32 -2.65 -2.99
H -2.86 -3.62 -2.83
C 3.60 -0.18 -3.16
C 4.16 -0.76 -1.86
S 2.93 -1.24 -0.70
O 2.49 0.09 0.00
C 3.97 -2.01 0.58
C 3.86 -3.52 0.45
H 4.24 -0.37 -3.99
H 3.47 0.93 -3.17
H 2.60 -0.51 -3.43
H 4.86 -0.15 -1.28
H 4.70 -1.67 -2.03
H 3.41 -1.59 1.36
H 4.96 -1.61 0.59
H 2.82 -3.86 0.31
H 4.20 -4.04 1.33
H 4.37 -3.85 -0.50
S -0.13 0.07 -1.98
C -0.37 -0.97 -0.66
C 1.10 -0.58 4.75
S 0.22 -0.85 3.22
C -1.49 -0.54 3.68
O 0.65 0.30 2.33
H 0.37 -0.94 5.44
H 1.29 0.48 4.90
H 2.05 -1.19 4.73
H -1.83 -1.47 4.11
H -2.18 -0.31 2.83
H -1.54 0.30 4.37
```

highest occupied orbital energy (alpha / beta)	-13.389 / -13.384	eV
charge	+2
2S+1	3


The following is a quantum chemistry calculation of a 15-piece molecular cluster, H29O15 overall in a non-equilibrium geometry, from the Open Molecules 2025 dataset.

Structure (XYZ):
```
44
H29O15 (wB97M-V/def2-TZVPD)
O 3.63 1.44 -2.71
H 3.07 0.64 -2.75
H -0.35 -1.17 -2.65
O 3.91 1.58 2.12
H 4.24 1.00 2.80
H -4.47 -0.05 -1.08
O -1.10 -1.16 -3.31
H -0.28 -0.28 -0.97
H 2.52 -3.38 -0.13
O -2.63 4.47 -2.09
H 1.25 2.87 -1.68
H -2.82 3.54 -2.35
O -0.29 -2.80 -0.67
H 0.18 -1.91 -0.60
H 1.02 -0.11 -0.20
O 0.59 -2.86 1.60
H -4.09 -1.05 0.82
H 0.00 -2.09 1.55
O -1.64 -0.69 -0.09
H -1.15 -2.43 -0.50
H 2.99 1.86 2.18
O 2.05 3.90 1.87
H 2.99 3.90 1.70
H 4.21 1.18 -1.98
O 0.56 3.02 -1.00
H 0.18 2.12 -1.07
H -1.23 -0.18 -3.20
O -4.78 -0.59 1.35
H -2.37 4.50 -1.15
O -1.08 0.27 2.25
H -0.22 0.60 2.45
H -4.00 -0.20 1.79
O 1.49 -1.57 3.96
H 0.74 -1.86 3.44
H 2.20 -2.09 3.55
O 0.72 -0.09 -1.13
H -2.54 -0.48 0.13
H 1.34 3.52 1.36
O 3.01 -3.97 -0.71
H 0.02 -3.59 1.32
H -1.25 -0.18 1.38
O -4.49 -0.90 -1.53
H 2.29 -4.38 -1.18
H -3.95 -0.73 -2.32
```

highest occupied orbital energy	-6.765	eV
charge	-1


The following is a quantum chemistry calculation of one molecule with the formula C6H12O in a non-equilibrium geometry, from the Open Molecules 2025 dataset.

Structure (XYZ):
```
19
C6H12O (wB97M-V/def2-TZVPD)
C 1.14 0.57 1.64
C -0.02 1.07 0.60
C -0.34 1.45 -1.12
O -0.17 0.24 -1.78
C -0.60 -0.78 -0.89
C 0.54 -1.78 -0.81
C -1.00 -0.08 0.44
H 2.14 0.29 1.28
H 0.77 -0.34 2.16
H 1.30 1.28 2.47
H -0.41 1.96 1.08
H -1.44 1.70 -1.19
H 0.14 2.23 -1.74
H -1.50 -1.26 -1.30
H 0.71 -2.21 -1.80
H 0.31 -2.60 -0.12
H 1.47 -1.29 -0.49
H -1.06 -0.82 1.25
H -1.99 0.37 0.30
```

highest occupied orbital energy	-9.186	eV
structure (SMILES)	C[C@H]1CO[C@@H](C)C1


The following is a quantum chemistry calculation of one molecule with the formula C13H18ClNO3S, from the Open Molecules 2025 dataset.

Structure (XYZ):
```
37
C13H18ClNO3S (wB97M-V/def2-TZVPD)
C -4.08 -0.45 -0.96
C -3.60 -0.86 0.42
O -2.96 0.22 1.11
C -1.85 0.82 0.65
C -1.77 2.19 0.97
C -0.71 2.97 0.59
C 0.30 2.41 -0.17
Cl 1.63 3.37 -0.71
C 0.26 1.06 -0.48
C -0.78 0.26 -0.05
S -0.59 -1.49 -0.42
O -0.90 -2.28 0.74
O -1.28 -1.78 -1.65
N 1.04 -1.62 -0.76
C 1.90 -2.16 0.29
C 3.35 -2.21 -0.20
C 3.79 -0.75 -0.11
C 3.13 -0.22 1.17
C 1.96 -1.18 1.47
H -3.23 -0.33 -1.64
H -4.73 -1.22 -1.36
H -4.63 0.49 -0.91
H -4.45 -1.09 1.07
H -2.95 -1.74 0.36
H -2.59 2.61 1.54
H -0.68 4.02 0.85
H 1.06 0.60 -1.04
H 1.15 -2.10 -1.64
H 1.52 -3.14 0.61
H 3.43 -2.62 -1.20
H 3.93 -2.83 0.48
H 4.88 -0.66 -0.08
H 3.43 -0.21 -0.98
H 2.78 0.80 1.03
H 3.83 -0.22 2.00
H 2.14 -1.74 2.38
H 1.01 -0.66 1.58
```

highest occupied orbital energy	-8.779	eV
structure (SMILES)	CCOc1ccc(Cl)cc1S(=O)(=O)NC1CCCC1


The following is a quantum chemistry calculation of one molecule with the formula C4H4N2S in a non-equilibrium geometry, from the Open Molecules 2025 dataset.

Structure (XYZ):
```
11
C4H4N2S (wB97M-V/def2-TZVPD)
C -0.92 0.46 -2.84
C 0.45 -0.49 -0.04
C 0.12 0.76 0.62
C -1.05 -0.50 -1.79
N -0.92 1.04 -3.85
N -0.05 -1.06 -1.07
S -1.46 1.39 -0.04
H 1.29 -0.91 0.33
H 0.19 0.60 1.71
H 0.87 1.46 0.23
H -1.88 -1.10 -1.98
```

highest occupied orbital energy	-8.872	eV


The following is a quantum chemistry calculation of C4H11N2O as an isolated structure in a non-equilibrium geometry, from the Open Molecules 2025 dataset.

Structure (XYZ):
```
18
C4H11N2O (wB97M-V/def2-TZVPD)
C -0.34 -0.50 2.35
C -1.48 -0.77 -0.81
C 0.89 -0.56 0.09
C -0.06 -0.26 -1.04
N -0.02 1.22 -1.19
N 1.59 0.60 0.50
O 0.21 0.44 2.81
H -1.09 -1.19 2.72
H -1.47 -1.84 -0.65
H -2.11 -0.56 -1.68
H -1.91 -0.29 0.07
H 1.33 -1.53 0.17
H 0.33 -0.72 -1.96
H 0.15 1.54 -2.13
H -0.87 1.66 -0.83
H 1.32 0.89 1.47
H 0.91 1.35 -0.39
H 2.61 0.52 0.49
```

highest occupied orbital energy (alpha / beta)	-12.455 / -12.566	eV
charge	+1


The following is a quantum chemistry calculation of C44H36AsBaBr2ClF7N4O8S2 as an isolated structure in a non-equilibrium geometry, from the Open Molecules 2025 dataset.

Structure (XYZ):
```
106
C44H36AsBaBr2ClF7N4O8S2 (wB97M-V/def2-TZVPD)
Ba -0.67 0.56 2.09
O -4.27 -4.19 3.21
C -3.29 -3.33 2.80
C -3.34 -2.69 1.57
C -2.30 -1.85 1.22
N -1.26 -1.66 2.02
C -1.24 -2.22 3.22
C -2.22 -3.09 3.66
C -0.08 -1.74 4.12
O 0.26 -2.48 5.06
O 0.40 -0.63 3.76
C -2.29 -1.03 -0.07
O -3.17 -1.26 -0.91
O -1.35 -0.20 -0.14
H -4.97 -4.17 2.54
H -4.18 -2.81 0.89
H -2.17 -3.53 4.65
C -5.11 5.07 -2.69
C -5.03 3.55 -2.88
C -5.41 3.10 -4.28
C -4.38 3.57 -5.30
C -2.99 3.18 -4.87
C -1.99 3.00 -5.80
C -0.72 2.63 -5.40
F 0.23 2.47 -6.35
C -0.41 2.43 -4.08
C -1.41 2.59 -3.12
C -1.05 2.39 -1.69
O 0.12 2.16 -1.39
C -2.18 2.46 -0.78
C -3.40 2.77 -1.24
N -3.69 3.07 -2.55
C -2.71 2.95 -3.50
C -2.04 2.16 0.70
O -0.98 2.57 1.24
O -2.95 1.56 1.28
H -6.11 5.42 -2.95
H -4.38 5.58 -3.32
H -4.90 5.33 -1.66
H -5.71 3.09 -2.17
H -6.40 3.47 -4.53
H -5.44 2.00 -4.28
H -4.44 4.66 -5.41
H -4.59 3.14 -6.28
H -2.20 3.13 -6.86
H 0.58 2.15 -3.75
H -4.24 2.79 -0.56
Br 1.69 5.59 1.56
C 1.74 3.70 1.23
Br 3.16 3.25 0.03
H 0.79 3.40 0.78
H 1.92 3.19 2.17
S 4.54 3.22 5.81
C 3.30 2.07 6.08
C 2.76 1.67 4.90
N 3.32 2.25 3.80
C 4.26 3.08 4.11
H 3.03 1.77 7.08
H 1.96 0.95 4.79
H 4.83 3.66 3.40
F -0.16 2.04 3.80
As -1.57 1.74 4.79
F -2.48 2.89 3.88
F -1.06 3.09 5.82
F -2.97 1.51 5.84
F -0.68 0.71 5.85
F -2.15 0.42 3.82
N 1.59 -0.20 0.30
S 2.26 -1.47 -0.28
C 2.82 -1.13 -1.99
C 3.39 -2.14 -2.75
C 3.79 -1.88 -4.05
C 3.62 -0.61 -4.59
C 3.10 0.41 -3.81
C 2.70 0.15 -2.50
C 1.10 -2.75 -0.90
C 1.42 -4.08 -0.65
C 0.59 -5.09 -1.14
C -0.55 -4.76 -1.85
C -0.86 -3.42 -2.09
C -0.02 -2.42 -1.64
H 0.93 0.26 -0.33
H 3.52 -3.13 -2.33
H 4.21 -2.67 -4.66
H 3.90 -0.41 -5.62
H 3.00 1.41 -4.21
H 2.29 0.94 -1.87
H 2.30 -4.33 -0.08
H 0.84 -6.12 -0.95
H -1.21 -5.54 -2.22
H -1.77 -3.15 -2.61
H -0.26 -1.38 -1.83
Cl 5.03 -1.17 1.62
C 4.88 -2.87 1.90
C 6.01 -3.65 1.82
C 5.93 -5.03 2.00
C 4.69 -5.62 2.24
C 3.56 -4.84 2.33
C 3.60 -3.42 2.20
C 2.45 -2.66 2.35
H 6.96 -3.18 1.61
H 6.83 -5.64 1.94
H 4.62 -6.69 2.37
H 2.60 -5.29 2.53
H 2.47 -1.58 2.41
H 1.50 -3.14 2.53
```

highest occupied orbital energy (alpha / beta)	-3.125 / -3.286	eV
charge	-2
2S+1	2


The following is a quantum chemistry calculation of one molecule with the formula C4H8N2O in a non-equilibrium geometry, from the Open Molecules 2025 dataset.

Structure (XYZ):
```
15
C4H8N2O (wB97M-V/def2-TZVPD)
H 1.83 -0.16 -2.90
N 1.55 -0.98 -2.36
C 0.98 -0.70 -1.28
C 0.77 0.34 -0.38
O 1.40 1.56 -0.46
C -0.47 0.06 0.29
C -0.60 -0.99 1.37
N -1.33 1.13 0.48
H -0.11 -1.25 -0.87
H 1.46 1.93 0.43
H -1.58 -1.47 1.32
H 0.16 -1.76 1.26
H -0.51 -0.52 2.36
H -2.18 0.97 1.00
H -1.38 1.82 -0.25
```

highest occupied orbital energy	-7.675	eV
structure (SMILES)	[H]/N=C\C(O)=C(/C)N


The following is a quantum chemistry calculation of C31H28F2N2PSTl as an isolated structure, from the Open Molecules 2025 dataset.

Structure (XYZ):
```
66
C31H28F2N2PSTl (wB97M-V/def2-TZVPD)
Tl -0.24 0.99 -0.11
F -2.57 5.86 0.11
C -2.80 4.55 0.08
C -1.71 3.69 0.03
C -1.96 2.35 -0.02
C -3.24 1.78 -0.03
C -4.27 2.72 0.04
F -5.54 2.31 0.02
C -4.08 4.08 0.09
C -3.49 0.32 -0.18
C -4.73 -0.29 0.01
C -4.87 -1.64 -0.25
C -3.77 -2.36 -0.70
C -2.57 -1.69 -0.81
N -2.42 -0.39 -0.54
H -0.71 4.10 0.03
H -4.93 4.75 0.14
H -5.58 0.27 0.35
H -5.83 -2.12 -0.12
H -3.84 -3.41 -0.94
H -1.69 -2.21 -1.15
N 2.57 1.37 -0.07
C 3.38 0.19 -0.02
C 4.77 0.28 -0.10
C 5.54 -0.87 -0.08
C 4.94 -2.12 0.01
C 3.57 -2.22 0.08
C 2.78 -1.06 0.07
P 1.01 -1.27 0.10
C 0.58 -2.17 1.58
C -0.59 -2.94 1.67
C -0.95 -3.51 2.88
C -0.18 -3.28 4.01
C 0.97 -2.50 3.94
C 1.35 -1.94 2.73
C 0.63 -2.21 -1.39
C 0.39 -1.51 -2.57
C 0.07 -2.19 -3.73
C -0.01 -3.58 -3.71
C 0.24 -4.28 -2.54
C 0.56 -3.60 -1.37
H 2.69 1.91 0.78
H 2.88 1.98 -0.81
H 5.24 1.25 -0.16
H 6.62 -0.79 -0.13
H 5.55 -3.02 0.02
H 3.10 -3.19 0.15
H -1.20 -3.11 0.80
H -1.83 -4.13 2.94
H -0.47 -3.72 4.96
H 1.56 -2.33 4.82
H 2.25 -1.34 2.67
H 0.44 -0.42 -2.59
H -0.13 -1.64 -4.65
H -0.27 -4.11 -4.62
H 0.19 -5.36 -2.53
H 0.76 -4.15 -0.46
C 1.20 5.31 1.53
S 1.49 4.16 0.16
C 1.44 5.30 -1.25
H 0.42 6.03 1.26
H 2.12 5.84 1.77
H 0.87 4.73 2.39
H 2.37 5.86 -1.30
H 0.60 5.99 -1.14
H 1.32 4.71 -2.15
```

highest occupied orbital energy	-14.083	eV
charge	+2


The following is a quantum chemistry calculation of C4H11N3S as an isolated structure in a non-equilibrium geometry, from the Open Molecules 2025 dataset.

Structure (XYZ):
```
19
C4H11N3S (wB97M-V/def2-TZVPD)
C 0.32 0.12 -1.15
C 0.46 1.03 1.88
C -1.24 -0.87 0.43
C -0.43 1.38 0.76
N 0.98 1.05 -1.73
N -0.50 0.15 -0.06
N 0.38 -1.00 -2.00
S 0.42 -0.80 -3.52
H 0.21 1.76 2.64
H 0.16 0.03 2.25
H 1.54 0.98 1.58
H -1.37 -1.64 -0.34
H -0.78 -1.41 1.20
H -2.21 -0.55 0.95
H -1.54 1.57 1.11
H -0.24 2.34 0.24
H 1.31 1.92 -1.22
H 1.08 -2.83 -1.22
H 1.45 -3.25 -1.79
```

highest occupied orbital energy (alpha / beta)	-8.153 / -8.147	eV


The following is a quantum chemistry calculation of an isolated ion of composition CH2BrO3S and charge -1 in a non-equilibrium geometry, from the Open Molecules 2025 dataset.

Structure (XYZ):
```
8
CH2BrO3S (wB97M-V/def2-TZVPD)
O 1.27 -2.41 -1.32
S 0.66 -1.94 -0.04
O 1.49 -2.14 1.12
O -0.73 -2.31 0.15
C 0.45 -0.13 -0.26
Br 2.17 0.71 0.08
H 0.23 0.20 -1.30
H -0.36 0.21 0.52
```

highest occupied orbital energy	-5.144	eV
structure (SMILES)	O=S(=O)([O-])CBr
charge	-1


The following is a quantum chemistry calculation of one molecule with the formula C3HF2N in a non-equilibrium geometry, from the Open Molecules 2025 dataset.

Structure (XYZ):
```
7
C3HF2N (wB97M-V/def2-TZVPD)
N -1.48 0.03 2.25
C -1.07 0.15 1.03
C -0.05 0.52 -0.05
C 0.40 -0.33 -0.95
F 0.00 -1.57 -1.23
F 1.67 -0.28 -1.57
H 0.53 1.49 0.51
```

highest occupied orbital energy	-10.782	eV
structure (SMILES)	N#CC=C(F)F


Relative energy (zero: lowest compared OMol25 entry of this formula, charge and spin) for the records above, in order: 81.9; 181.2; 233.0; 28.9; 310.1; 425.9; 209.5; 421.5; 117.2; 467.3; 0.0; 225.5 kJ/mol